Here is a 2-piece molecular cluster, C3H4O2 overall from OMol25. Energies are from ωB97M-V/def2-TZVPD.

XYZ file:
```
9
Properties=species:S:1:pos:R:3:mulliken_charge:R:1
C 0.7339 0.1228 0.9076 -0.43
C 1.1244 -0.0067 -0.3869 -0.13
C 0.1706 -1.1509 0.7544 -0.10
O 0.6384 -1.3371 -0.5690 -0.31
O -2.0409 -0.5235 -0.4012 -0.70
H 0.8524 0.8135 1.6664 0.40
H 1.5858 0.5080 -1.1245 0.46
H -0.2203 -1.9351 1.2421 0.56
H -2.5032 -0.8607 0.3766 0.24
```

LUMO level (alpha / beta): -1.9 / -1.9 eV
E: -266.9416 Eh
Highest occupied orbital energy (alpha / beta): -8.71 / -8.70 eV

Here is C40H52BF2MnN4OS as an isolated structure from OMol25. Energies are from ωB97M-V/def2-TZVPD.

XYZ file:
```
102
Properties=species:S:1:pos:R:3:mulliken_charge:R:1
Mn 0.0354 0.1277 -0.1498 0.28
C 2.8607 5.8780 0.0526 -1.06
C 2.5277 4.9860 1.2532 -1.29
C 2.3921 3.5433 0.8731 0.90
C 3.3614 2.5930 0.8515 0.50
C 4.7910 2.7304 1.2745 -1.28
C 5.0254 2.2114 2.6979 -1.14
C 2.7243 1.3688 0.4192 0.26
N 1.3853 1.5711 0.1929 -0.28
C 1.1754 2.8952 0.4450 0.06
C -0.0032 3.5968 0.1900 -0.60
C -1.1882 3.0679 -0.2354 -0.57
C -2.3051 3.7469 -0.7820 0.83
C -2.4126 5.2353 -0.8953 -1.39
C -1.7273 5.7715 -2.1573 -1.12
C -3.2031 2.8139 -1.2441 0.67
C -2.6866 1.5206 -0.9860 -0.24
C -3.1942 0.3200 -1.3877 -0.67
C -2.5663 -0.9237 -1.3261 -0.04
N -1.2621 -1.1388 -0.9919 -0.08
C -1.0529 -2.4773 -1.1746 0.10
C 0.1673 -3.1141 -1.0496 -0.37
C 1.3743 -2.5086 -0.7531 -0.61
N 1.5156 -1.1942 -0.4386 -0.07
C 2.8330 -1.0165 -0.1840 0.22
C 3.3918 0.1800 0.2388 -0.55
C 3.5740 -2.2496 -0.3774 0.52
C 2.6580 -3.1884 -0.7258 0.68
C 2.8744 -4.6219 -1.0956 -1.08
C 2.8750 -4.8401 -2.6133 -1.12
C 5.0568 -2.3888 -0.2296 -1.11
C 5.8245 -1.7787 -1.4076 -1.14
C -2.2683 -3.1289 -1.6002 1.04
C -3.2098 -2.1539 -1.7167 0.65
C -4.6563 -2.3098 -2.0738 -1.32
C -5.5528 -2.3595 -0.8315 -1.11
C -2.4109 -4.5850 -1.9162 -1.41
C -1.9986 -4.9068 -3.3556 -1.17
N -1.4809 1.6624 -0.2183 -0.04
C -4.5223 3.0781 -1.8998 -1.31
C -5.6823 2.9425 -0.9084 -1.16
H 2.9373 6.9238 0.3506 0.39
H 2.0941 5.7993 -0.7215 0.22
H 3.8100 5.5813 -0.3962 0.33
H 1.6077 5.3301 1.7295 0.49
H 3.3132 5.0803 2.0049 0.45
H 5.0777 3.7814 1.2218 0.41
H 5.4372 2.1938 0.5760 0.47
H 4.4020 2.7535 3.4106 0.32
H 6.0677 2.3356 2.9915 0.41
H 4.7709 1.1529 2.7766 0.26
H 0.0497 4.6764 0.2540 0.39
H -1.9717 5.6975 -0.0099 0.50
H -3.4661 5.5177 -0.9011 0.45
H -0.6611 5.5398 -2.1535 0.27
H -1.8403 6.8531 -2.2269 0.41
H -2.1621 5.3271 -3.0538 0.32
H -4.1735 0.3446 -1.8491 0.39
H 0.1853 -4.1792 -1.2467 0.43
H 4.4563 0.1827 0.4372 0.48
H 2.1009 -5.2438 -0.6367 0.37
H 3.8266 -4.9596 -0.6841 0.43
H 1.9432 -4.4904 -3.0619 0.22
H 2.9953 -5.8961 -2.8562 0.42
H 3.6923 -4.2881 -3.0797 0.27
H 5.3099 -3.4464 -0.1456 0.40
H 5.3796 -1.9181 0.7032 0.39
H 5.5944 -2.3082 -2.3333 0.29
H 6.9005 -1.8392 -1.2421 0.40
H 5.5622 -0.7295 -1.5529 0.28
H -4.7849 -3.2238 -2.6552 0.43
H -4.9725 -1.4859 -2.7183 0.49
H -5.2718 -3.1974 -0.1907 0.30
H -6.6011 -2.4789 -1.1065 0.42
H -5.4549 -1.4441 -0.2438 0.24
H -3.4483 -4.8846 -1.7584 0.52
H -1.8107 -5.1768 -1.2211 0.38
H -2.6293 -4.3708 -4.0659 0.32
H -2.0881 -5.9742 -3.5576 0.41
H -0.9647 -4.6105 -3.5416 0.24
H -4.6630 2.3843 -2.7311 0.48
H -4.5184 4.0808 -2.3282 0.44
H -5.6881 1.9543 -0.4452 0.25
H -6.6384 3.0897 -1.4102 0.42
H -5.5996 3.6838 -0.1124 0.32
O -0.1361 -0.7476 1.6145 -0.21
S -0.2586 -1.2383 3.0356 -0.03
C -1.8029 -2.1842 3.1325 -0.46
C -1.4595 -3.6542 2.9051 -0.19
C -0.0998 -3.8676 3.5667 -0.92
C 0.7727 -2.7250 3.0608 0.27
H -2.4693 -1.7554 2.3882 0.08
H -2.2146 -1.9979 4.1259 0.61
H -1.3895 -3.8520 1.8323 -0.14
H -2.2284 -4.3069 3.3163 0.46
H 0.3391 -4.8331 3.3181 0.41
H -0.1977 -3.8183 4.6537 0.32
H 1.0739 -2.8559 2.0179 -0.47
H 1.6523 -2.5246 3.6704 0.56
F -1.0636 1.7898 2.2097 -0.25
B -1.6685 1.1870 1.1968 1.28
F -2.7098 0.4104 1.4890 -0.18
```

LUMO level (alpha / beta): -3.7 / -3.7 eV
2S+1: 2
E: -3623.4544 Eh
Net charge: +1
Highest occupied orbital energy (alpha / beta): -9.38 / -9.34 eV

Here is C27H43F3N7O2ScSeSi as an isolated structure from OMol25. Energies are from ωB97M-V/def2-TZVPD.

XYZ file:
```
85
Properties=species:S:1:pos:R:3:mulliken_charge:R:1
Sc -0.4165 -0.4032 0.5078 -0.41
C -0.2458 -0.9885 3.1477 -0.44
C -1.1190 0.0911 2.8942 -0.87
C -2.2687 -0.4155 2.2440 -0.28
C -2.0406 -1.7628 1.9360 -1.26
C -0.7827 -2.1191 2.5217 -0.10
H 0.7251 -0.9115 3.6504 0.35
H -1.0870 1.1037 3.3174 0.49
H -3.1395 0.1677 1.9735 0.74
H -2.6380 -2.5003 1.4640 0.51
H -0.4084 -3.0998 2.4709 0.60
C -5.1117 2.5021 0.3964 -1.17
N -3.6759 2.1565 0.3028 0.68
C -2.8050 2.8933 1.2695 -0.87
C -3.2464 1.0644 -0.3819 -1.54
N -1.9718 0.9358 -0.7240 2.74
C -1.4729 2.0328 -1.4141 -0.35
C -2.2508 2.7284 -2.3243 -0.75
C -1.6945 3.7650 -3.0395 -1.17
C -0.3756 4.1114 -2.7976 -1.13
C 0.4051 3.4359 -1.8707 -1.01
C -0.1433 2.3434 -1.1839 0.99
N 0.5393 1.5857 -0.2271 1.48
C 1.8817 1.6815 -0.3125 -1.01
N 2.5917 2.2037 0.7320 0.47
C 1.9941 3.2018 1.6034 -0.94
C 3.7025 1.4760 1.3069 -1.29
N 2.5821 1.3792 -1.4275 0.70
C 3.8453 2.1209 -1.7398 -1.19
C 2.0247 0.5256 -2.4435 -0.21
N -4.0551 0.1177 -0.8027 0.63
C -3.7771 -0.5942 -2.0458 -1.26
C -5.2618 -0.4573 -0.1722 -1.29
H -5.2078 3.5883 0.4786 0.36
H -5.6188 2.0577 1.2307 0.34
H -5.6287 2.2348 -0.5103 0.35
H -3.0318 3.9586 1.2215 0.39
H -1.7612 2.7374 0.9819 -0.02
H -2.9840 2.5195 2.2744 0.37
H -3.2183 2.3911 -2.6218 0.44
H -2.1680 4.3117 -3.8302 0.42
H -0.0494 4.9863 -3.3122 0.43
H 1.4061 3.7998 -1.7010 0.33
H 1.4316 3.9117 1.0375 0.31
H 2.7112 3.8101 2.0672 0.44
H 1.3486 2.7280 2.3944 0.13
H 4.0152 0.6991 0.6453 0.36
H 3.4037 0.9062 2.1629 0.34
H 4.5141 2.1330 1.6003 0.32
H 3.8654 2.9544 -1.0595 0.40
H 3.7420 2.5302 -2.7976 0.41
H 4.7003 1.4304 -1.6766 0.31
H 2.0237 -0.5777 -2.2180 -0.55
H 2.5661 0.6766 -3.3400 0.55
H 0.9574 0.6641 -2.5730 0.08
H -2.8126 -0.2739 -2.4926 0.24
H -4.6751 -0.4248 -2.6467 0.46
H -3.5883 -1.6867 -1.8411 0.29
H -5.3577 -0.0756 0.8167 0.39
H -5.2806 -1.5231 -0.3167 0.34
H -6.1204 -0.0291 -0.7363 0.41
F 0.1822 -4.3066 -1.2344 -0.14
C -0.8336 -3.8761 -1.9579 0.63
F -0.7030 -4.4023 -3.1948 -0.29
F -1.9741 -4.3629 -1.4342 -0.26
C -0.7722 -2.3425 -1.8998 0.10
O -0.2618 -1.7546 -2.8399 -0.60
O -1.1998 -1.8127 -0.8109 0.37
N 3.5663 -2.5246 -2.0069 0.26
C 4.0056 -2.2773 -3.0820 -0.26
H 2.9717 -2.4015 -1.1731 -0.47
C 2.8124 -3.0413 3.6894 -1.13
Si 3.0073 -3.3288 1.8194 0.61
C 4.8385 -3.3200 1.3895 -1.27
C 2.3334 -4.9244 1.1429 -1.12
Se 2.1198 -1.4733 0.7132 -0.07
H 3.3428 -3.7479 4.3301 0.44
H 1.7647 -3.1938 3.9505 0.29
H 3.0878 -2.0307 3.8815 0.28
H 5.3851 -4.0703 1.9059 0.41
H 5.2018 -2.3369 1.5531 0.32
H 4.8622 -3.4275 0.3167 0.37
H 2.8694 -5.7625 1.6100 0.39
H 2.6205 -5.0279 0.0705 0.26
H 1.2869 -5.0631 1.1915 0.36
```

LUMO level: 0.2 eV
E: -5339.7691 Eh
Highest occupied orbital energy: -7.51 eV

Here is C40H29BrGeN5OS3Tl as an isolated structure from OMol25. Energies are from ωB97M-V/def2-TZVPD.

XYZ file:
```
81
Properties=species:S:1:pos:R:3:mulliken_charge:R:1
Tl 2.2348 -1.2839 -2.4022 0.72
Br -4.6729 10.3942 -4.4437 -0.17
C -3.9984 8.6291 -4.3854 0.13
C -2.6894 8.4162 -3.9686 -0.63
C -2.1904 7.1289 -3.9256 -0.12
C -3.0023 6.0592 -4.3000 0.07
C -4.3045 6.2871 -4.7272 -0.27
C -4.8128 7.5753 -4.7671 -0.51
N -2.5890 4.6983 -4.2927 -0.50
N -1.4933 4.4898 -3.7560 0.21
C -1.0482 3.1485 -3.7664 -0.34
C -1.6793 2.1094 -4.4265 -0.49
C -1.2029 0.8021 -4.3668 -0.97
C -0.0618 0.4704 -3.6351 1.12
O 0.3469 -0.7552 -3.4941 -0.88
C 0.6642 1.5669 -3.0217 -0.34
N 1.8402 1.2688 -2.4003 -0.52
C 2.4979 2.2181 -1.7782 -0.47
C 2.0345 3.5410 -1.6992 -0.83
C 0.8690 3.8686 -2.3348 -0.73
C 0.1535 2.8825 -3.0507 1.64
H -2.0708 9.2558 -3.6831 0.40
H -1.1720 6.9435 -3.6140 0.37
H -4.9113 5.4426 -5.0263 0.43
H -5.8269 7.7597 -5.0921 0.41
H -2.5746 2.3316 -4.9921 0.49
H -1.7270 0.0042 -4.8771 0.45
H 3.4495 1.9455 -1.3325 0.48
H 2.6039 4.2802 -1.1526 0.45
H 0.4737 4.8742 -2.2987 0.48
S 6.4905 -3.0207 2.9181 -0.08
C 5.0384 -2.3109 2.6361 0.12
S 4.6726 -1.2245 1.3337 0.01
C 3.0139 -1.2092 1.8108 0.17
N 2.7706 -1.9457 2.8925 -0.10
N 3.8739 -2.5325 3.3315 0.34
C 3.7768 -3.3344 4.5215 0.22
C 2.8308 -4.3466 4.5410 -0.21
C 2.7034 -5.1035 5.6930 -0.76
C 3.5035 -4.8332 6.7961 -0.51
C 4.4404 -3.8106 6.7546 -0.67
C 4.5880 -3.0470 5.6078 -0.28
S 1.8499 -0.3384 0.9405 -0.12
H 2.2274 -4.5410 3.6648 0.62
H 1.9822 -5.9090 5.7290 0.42
H 3.3949 -5.4240 7.6957 0.42
H 5.0568 -3.6013 7.6180 0.40
H 5.3055 -2.2390 5.5662 0.51
C -0.0553 -0.3592 3.8729 -1.27
Ge -0.1494 -0.9747 2.0259 0.78
C -1.4530 0.0432 1.0138 0.12
C -2.7611 0.0066 1.4959 -0.44
C -3.7781 0.6605 0.8163 -0.77
C -3.4957 1.3542 -0.3515 -0.79
C -2.1965 1.4026 -0.8368 -0.28
C -1.1799 0.7545 -0.1518 0.29
C -0.2014 -2.8984 1.7756 1.76
C -0.2634 -3.6877 2.8965 -0.72
C -0.3076 -5.0945 2.8051 -1.01
C -0.2612 -5.6948 1.5817 -0.71
C -0.1906 -4.9253 0.3953 0.93
C -0.1352 -5.5496 -0.8759 -0.93
C -0.0783 -4.8077 -2.0188 -0.97
C -0.0892 -3.3985 -1.9445 -0.93
C -0.1350 -2.7721 -0.7296 -0.02
C -0.1781 -3.5101 0.4813 -0.77
H -0.4252 -1.1186 4.5611 0.47
H -0.6789 0.5297 3.9578 0.43
H 0.9638 -0.1092 4.1569 0.35
H -3.0017 -0.5409 2.4026 0.39
H -4.7907 0.6243 1.1966 0.41
H -4.2896 1.8590 -0.8866 0.44
H -1.9767 1.9396 -1.7513 0.32
H -0.1706 0.8090 -0.5526 0.28
H -0.2783 -3.2334 3.8806 0.19
H -0.3784 -5.6909 3.7065 0.48
H -0.2844 -6.7750 1.4980 0.43
H -0.1444 -6.6320 -0.9221 0.41
H -0.0313 -5.2937 -2.9841 0.45
H -0.0761 -2.8046 -2.8510 0.85
H -0.1880 -1.6930 -0.7039 0.32
```

LUMO level (alpha / beta): -3.6 / -6.7 eV
2S+1: 2
E: -7908.4486 Eh
Net charge: +1
Highest occupied orbital energy (alpha / beta): -9.19 / -9.19 eV

Here is C22H35BrCuO2P2 as an isolated structure from OMol25. Energies are from ωB97M-V/def2-TZVPD.

XYZ file:
```
63
Properties=species:S:1:pos:R:3:mulliken_charge:R:1
P 0.2044 1.2026 -2.3221 0.53
P 0.7154 -1.8854 -0.5301 1.02
C 1.5564 -0.1073 -2.5292 -0.39
C 0.8859 -1.4656 -2.3208 -1.59
H 2.3624 0.0759 -1.7886 -0.19
H 1.9916 -0.0252 -3.5424 0.76
H -0.1592 -1.4645 -2.6943 0.54
H 1.4661 -2.2727 -2.7931 0.61
C 2.0025 -3.2492 -0.6018 -1.89
H 2.1605 -3.7053 0.3876 0.48
H 2.9478 -2.8544 -1.0091 0.32
H 1.5863 -4.0061 -1.2912 0.58
C -0.6007 -3.0255 -0.0984 -1.16
H -0.2851 -4.0774 -0.0802 0.56
H -1.4399 -2.8776 -0.7834 0.56
H -0.8980 -2.7363 0.9270 -0.12
C 1.2156 2.4377 -3.3368 -1.45
H 0.6024 3.3462 -3.4134 0.41
H 1.4288 2.0469 -4.3475 0.45
H 2.1655 2.6770 -2.8469 0.29
C -0.9378 0.9198 -3.7110 -0.63
H -1.7879 0.3177 -3.3206 -0.01
H -0.4991 0.3881 -4.5765 0.39
H -1.3580 1.9063 -3.9959 0.47
Cu -2.0557 -0.6322 -1.6614 -0.20
C 2.5473 -0.5187 1.0645 -0.15
C 3.7219 -0.0226 0.6415 -0.58
C 4.3436 1.0482 1.4957 -0.88
C 3.9379 2.4952 1.1267 -0.85
C 2.9665 2.6742 0.0108 -0.19
C 1.6583 2.4963 0.0725 -1.11
C 0.8639 1.4575 0.8323 1.37
C 1.5397 0.3951 1.7481 -1.52
C -3.6532 0.3861 -2.4277 -1.12
H 2.4914 -1.6216 1.2727 0.70
H 4.2950 -0.4413 -0.2002 0.39
H 5.4367 0.9760 1.4957 0.40
H 3.9934 0.9251 2.5424 0.33
H 3.4671 2.8321 2.0726 0.26
H 4.7929 3.1479 0.9087 0.34
H 3.3582 3.0808 -0.9314 0.24
H 1.0123 2.9578 -0.6928 1.01
H 0.2063 0.9388 0.0763 -1.09
H 0.0979 1.9681 1.4474 0.45
H 1.9594 0.9234 2.6244 0.58
H 0.7580 -0.2911 2.1182 0.37
H -4.4258 -0.1008 -1.8273 0.29
H -3.9603 0.5218 -3.4801 0.45
H -3.5156 1.3671 -1.8923 0.30
Br -3.0891 -3.5567 2.2289 -0.11
C -3.5512 -1.8617 2.9427 0.03
C -4.0516 -1.7799 4.2507 -0.47
C -4.3102 -0.5436 4.8497 -0.47
C -4.1179 0.6387 4.1295 -0.61
C -3.6744 0.5793 2.8188 -0.62
C -3.3806 -0.6496 2.2158 0.38
C -2.8751 -0.4682 0.8016 1.43
O -2.7349 0.7175 0.3985 -0.64
O -2.6321 -1.4691 0.0374 -0.79
H -4.1947 -2.7022 4.7969 0.39
H -4.7039 -0.5353 5.8702 0.36
H -4.3213 1.6006 4.5860 0.38
H -3.5259 1.5013 2.2548 0.41
```

LUMO level (alpha / beta): 0.2 / -1.6 eV
2S+1: 2
E: -5906.7162 Eh
Highest occupied orbital energy (alpha / beta): -7.17 / -7.17 eV

Here is one molecule with the formula C4H7Cl from OMol25. Energies are from ωB97M-V/def2-TZVPD.

XYZ file:
```
12
Properties=species:S:1:pos:R:3:mulliken_charge:R:1
Cl 1.4730 -1.9198 -0.1481 -0.28
C -0.0837 -0.8385 0.4278 -0.03
C -1.0117 -0.2167 -0.6381 -0.43
C 0.1646 0.9339 -0.6974 -0.58
C 0.6686 0.4363 0.8400 -0.75
H -0.5706 -1.5412 1.3861 0.33
H -1.9144 0.0367 0.0053 0.21
H -1.5288 -0.9372 -1.3636 0.30
H 0.9897 0.6634 -1.2566 0.31
H -0.1662 2.0366 -0.8691 0.28
H 1.8090 0.6020 0.6412 0.28
H 0.1705 0.7446 1.6725 0.36
```

LUMO level: 1.0 eV
E: -616.6803 Eh
Highest occupied orbital energy: -9.91 eV

The records above yield energy relative to the best compared isomer or geometry (same formula, charge and spin) values of 659.47 47.24 19.25 41.00 315.23 255.30 kJ/mol, respectively.